[1]
The following is a DFT calculation (ωB97M-V/def2-TZVPD) of a cluster of 11 separate species, C10H40F2NO14S2 in total in a non-equilibrium geometry.

Last column: Mulliken charge in e.
Positions of all 69 atoms, in Å:
S1 0.010 -0.390 1.033  0.52
S2 -1.583 -0.711 -0.533  0.42
F1 -2.328 0.035 -1.719  -0.34
F2 1.150 0.726 1.327  -0.13
O1 -2.237 2.148 0.955  -0.52
O2 1.788 0.211 -1.681  -0.45
O3 1.485 -5.652 -0.718  -0.60
O4 -1.345 -4.918 -4.483  -0.57
O5 -6.472 1.307 -3.303  -0.54
O6 -1.100 -1.886 -1.290  -0.22
O7 -0.120 2.531 -1.988  -0.50
O8 -2.765 -0.903 0.374  -0.63
O9 0.774 -1.616 0.852  -0.45
O10 2.808 2.006 5.032  -0.56
O11 -0.784 -0.259 2.249  -0.29
O12 4.248 -0.452 -0.791  -0.62
O13 -2.332 -0.658 4.795  -0.50
O14 1.848 3.644 0.031  -0.54
N1 -0.623 0.442 -0.334  -0.59
C1 -5.532 1.273 -2.264  -0.26
C2 -1.496 -0.737 5.927  -0.58
C3 3.086 3.032 -0.180  -0.27
C4 2.606 1.406 3.796  -0.19
C5 -0.857 -3.916 -3.596  -0.27
C6 1.560 -0.889 -2.529  -0.75
C7 0.574 -4.717 -0.182  -0.11
C8 -1.571 3.199 1.675  -0.34
C9 -1.248 2.910 -2.730  -0.67
C10 4.273 -0.633 0.621  -0.55
H1 -1.601 1.585 0.507  0.54
H2 0.232 -5.125 0.769  0.33
H3 1.105 -3.777 -0.037  0.00
H4 -4.695 1.934 -2.488  0.08
H5 0.523 -0.805 -2.853  0.26
H6 1.048 0.371 -1.091  0.63
H7 3.269 2.845 -1.238  0.29
H8 5.081 -1.327 0.852  0.37
H9 3.281 -0.892 0.992  0.13
H10 1.588 1.041 3.656  0.04
H11 -1.165 0.219 6.331  0.25
H12 2.988 2.027 2.986  0.12
H13 -0.654 -1.343 5.592  0.22
H14 -7.032 2.080 -3.206  0.30
H15 3.678 2.408 4.980  0.31
H16 -2.111 3.566 2.549  0.29
H17 3.215 0.502 3.813  0.25
H18 0.107 -4.136 -3.139  0.15
H19 -0.837 -2.996 -4.181  0.25
H20 3.116 2.014 0.207  -0.19
H21 -0.598 -5.209 -5.012  0.30
H22 1.715 -1.792 -1.938  0.13
H23 -1.566 -3.840 -2.772  0.13
H24 1.201 3.265 -0.569  0.35
H25 -0.643 2.768 2.049  -0.03
H26 2.147 -5.272 -1.300  0.32
H27 -1.104 2.682 -3.786  0.27
H28 3.447 0.052 -0.953  0.36
H29 -1.787 -0.294 4.093  0.43
H30 -6.070 1.477 -1.338  0.28
H31 2.291 -0.771 -3.329  0.45
H32 -1.896 -1.301 6.770  0.26
H33 -0.383 1.787 -1.441  0.75
H34 -1.419 3.983 -2.649  0.33
H35 4.687 0.261 1.087  0.24
H36 -2.197 2.455 -2.447  0.07
H37 -5.176 0.247 -2.181  0.14
H38 -1.273 3.946 0.940  0.21
H39 3.971 3.482 0.270  0.39
H40 -0.291 -4.653 -0.842  0.10

## Properties
- LUMO: 1.54 eV
- Kohn-Sham gap: 8.940 eV
- Total charge: -1
- HOMO level: -0.2719 Ha
- Relative energy (zero: lowest compared OMol25 entry of this formula, charge and spin): 2.689 eV

---

[2]
The following is a DFT calculation (ωB97M-V/def2-TZVPD) of the ion C4H10N3 with charge +1 in a non-equilibrium geometry.

Last column: Mulliken charge in e.
Positions of all 17 atoms, in Å:
N1 0.107 0.107 -0.469  0.02
N2 -2.030 0.644 0.675  -0.52
N3 2.197 0.602 0.693  -0.56
C1 -0.617 -1.030 -1.089  -0.05
C2 -1.877 -1.296 -0.884  -0.62
C3 -0.927 1.108 -0.017  -0.55
C4 1.142 -0.369 0.493  -0.23
H1 -2.740 -1.700 -1.337  0.36
H2 0.533 0.542 -1.270  0.31
H3 -1.942 0.100 1.534  0.29
H4 2.401 1.043 1.673  0.27
H5 -0.226 1.773 0.543  0.42
H6 0.023 -1.647 -1.650  0.51
H7 0.653 -0.512 1.506  0.29
H8 1.444 -1.330 0.150  0.37
H9 3.137 0.397 0.291  0.24
H10 -1.279 1.569 -0.841  0.47

## Properties
- LUMO (alpha / beta): -4.97 / -5.09 eV
- Kohn-Sham gap (alpha / beta): 9.442 / 9.002 eV
- Total charge: +1
- HOMO level (alpha / beta): -0.5296 / -0.5181 Ha
- Relative energy (zero: lowest compared OMol25 entry of this formula, charge and spin): 6.293 eV

---

[3]
The following is a DFT calculation (ωB97M-V/def2-TZVPD) of a structure of composition C22H29IrO in a non-equilibrium geometry.

Last column: Mulliken charge in e.
Positions of all 53 atoms, in Å:
Ir1 -0.715 -0.774 1.429  0.68
O1 -0.181 1.039 3.767  -0.45
C1 3.020 -0.439 0.356  -1.73
C2 3.206 3.437 -2.345  -0.36
C3 1.045 -1.013 -2.080  -1.61
C4 -2.970 0.463 -1.166  -0.99
C5 -1.338 -2.871 -0.949  -1.33
C6 0.920 2.834 -2.249  -0.41
C7 -3.687 1.289 -0.054  0.61
C8 2.006 3.289 -2.998  -0.48
C9 1.234 -1.829 1.579  -0.04
C10 1.885 -1.845 2.916  -1.38
C11 0.861 -1.442 -0.668  0.75
C12 0.104 -2.653 1.188  0.04
C13 1.747 -1.193 0.392  1.21
C14 -3.424 2.799 -0.366  -1.22
C15 -0.450 -3.807 1.943  -1.30
C16 3.350 3.103 -0.920  -0.35
C17 2.415 2.510 -0.230  -0.59
C18 -0.408 0.403 2.823  0.27
C19 -2.717 -0.369 1.683  -1.12
C20 -0.227 -2.257 -0.172  0.58
C21 1.111 2.426 -0.885  0.17
C22 -3.109 0.978 1.210  -0.57
H1 1.812 3.471 -4.037  0.40
H2 -2.038 0.099 -0.708  0.05
H3 4.046 3.813 -2.923  0.40
H4 -4.236 3.453 -0.333  0.39
H5 -2.298 -2.647 -0.468  0.27
H6 3.045 0.280 -0.467  0.38
H7 -2.683 3.145 0.357  0.30
H8 3.154 0.155 1.270  0.46
H9 -2.667 1.841 1.760  0.30
H10 -0.066 2.783 -2.729  0.34
H11 4.320 3.392 -0.553  0.41
H12 2.570 -2.694 3.016  0.35
H13 -2.957 2.853 -1.347  0.29
H14 0.087 -0.951 -2.610  0.33
H15 -1.449 -4.049 1.575  0.42
H16 0.186 -4.694 1.835  0.33
H17 0.109 2.151 -0.670  0.47
H18 1.689 -1.721 -2.627  0.36
H19 2.452 -0.922 3.068  0.34
H20 -2.677 1.157 -1.974  0.33
H21 1.128 -1.912 3.702  0.39
H22 -1.363 -2.476 -1.969  0.38
H23 -1.234 -3.963 -0.991  0.36
H24 -3.439 -0.374 -1.591  0.41
H25 -0.508 -3.560 3.006  0.36
H26 3.887 -1.113 0.261  0.35
H27 1.524 -0.028 -2.133  0.22
H28 -3.333 -1.158 1.308  0.48
H29 -2.736 -0.406 2.770  0.72

## Properties
- Expectation value of S²: 8.80
- LUMO (alpha / beta): -3.51 / -6.17 eV
- Kohn-Sham gap (alpha / beta): 5.194 / 5.661 eV
- Multiplicity: 6
- Total charge: +1
- HOMO level (alpha / beta): -0.3197 / -0.4347 Ha
- Relative energy (zero: lowest compared OMol25 entry of this formula, charge and spin): 0.000 eV

---

[4]
The following is a DFT calculation (ωB97M-V/def2-TZVPD) of a cluster of 4 separate species, C22H40NO14P3 in total in a non-equilibrium geometry.

Last column: Mulliken charge in e.
Positions of all 80 atoms, in Å:
P1 3.630 -1.956 -6.641  0.86
P2 -4.386 -4.320 5.586  0.92
P3 3.109 4.409 -1.893  1.09
O1 -1.554 1.734 -1.266  -0.59
O2 4.328 5.188 -2.599  -0.35
O3 -4.879 -5.675 6.423  -0.29
O4 -4.612 -3.251 4.368  -0.19
O5 2.096 5.732 -1.872  -0.29
O6 3.309 4.168 -0.442  -0.67
O7 3.563 -3.094 -7.815  -0.29
O8 3.047 -0.547 -5.959  -0.06
O9 3.604 3.016 -2.595  -0.33
O10 -2.912 -4.407 5.723  -0.67
O11 -5.072 -3.281 6.609  -0.27
O12 -1.726 -1.819 2.042  -0.55
O13 4.842 -1.234 -7.415  -0.33
O14 4.075 -2.702 -5.438  -0.64
N1 2.288 2.127 4.048  -0.64
C1 5.703 -0.349 -6.704  -0.63
C2 -1.520 -0.670 1.765  -0.03
C3 -2.546 1.422 0.881  0.68
C4 -4.474 2.371 1.898  -0.45
C5 -4.831 -3.411 8.006  -0.66
C6 1.970 0.047 2.742  -0.68
C7 -3.498 2.423 0.907  -0.82
C8 0.949 5.709 -2.747  -0.64
C9 -3.572 0.323 2.775  -0.63
C10 -2.586 0.382 1.808  0.69
C11 -0.165 0.783 0.396  -0.17
C12 4.762 6.437 -2.070  -0.66
C13 -0.169 -0.185 1.306  0.40
C14 1.769 -0.106 -6.475  -0.78
C15 -5.886 -6.508 5.813  -0.73
C16 2.416 -3.965 -7.795  -0.70
C17 -4.404 -3.747 3.029  -0.75
C18 1.430 1.446 3.063  -0.15
C19 -4.527 1.335 2.813  -0.70
C20 -1.432 1.369 -0.124  -0.23
C21 2.677 1.918 -2.513  -0.58
C22 1.036 -0.868 1.892  -0.99
H1 -3.610 -0.485 3.495  0.67
H2 2.458 -4.586 -8.686  0.24
H3 -4.694 -2.962 2.336  0.22
H4 -5.207 3.169 1.913  0.38
H5 0.765 1.189 0.013  0.53
H6 0.686 -1.669 2.542  0.28
H7 4.214 7.251 -2.545  0.24
H8 1.487 -3.396 -7.810  0.31
H9 4.636 6.481 -0.989  0.32
H10 0.393 1.443 3.396  0.36
H11 1.822 2.221 4.937  0.24
H12 2.445 -4.602 -6.911  0.32
H13 -5.315 1.314 3.554  0.44
H14 3.176 1.659 4.146  0.24
H15 6.674 -0.378 -7.194  0.24
H16 -3.469 3.213 0.170  0.49
H17 5.819 6.541 -2.308  0.24
H18 5.313 0.667 -6.755  0.23
H19 -3.352 -3.987 2.874  0.34
H20 -6.813 -5.948 5.665  0.34
H21 2.159 -0.445 3.700  0.32
H22 1.850 0.106 -7.545  0.35
H23 0.396 6.633 -2.603  0.24
H24 1.527 2.039 2.149  0.08
H25 -5.533 -6.897 4.856  0.32
H26 -6.082 -7.343 6.480  0.24
H27 -5.017 -4.629 2.838  0.38
H28 2.945 0.123 2.258  0.37
H29 1.472 0.799 -5.952  0.21
H30 2.569 1.595 -1.477  0.21
H31 5.821 -0.654 -5.664  0.33
H32 1.014 -0.877 -6.304  0.35
H33 -5.584 -4.059 8.454  0.23
H34 1.262 5.642 -3.793  0.33
H35 0.298 4.867 -2.503  0.24
H36 -3.833 -3.801 8.207  0.34
H37 3.066 1.092 -3.104  0.30
H38 1.602 -1.360 1.100  0.46
H39 -4.917 -2.418 8.445  0.24
H40 1.705 2.210 -2.914  0.29

## Properties
- LUMO: -0.70 eV
- Kohn-Sham gap: 8.129 eV
- SMILES: NCCCC1=CC(=O)c2ccccc2C1=O.COP(=O)(OC)OC.COP(=O)(OC)OC.COP(=O)(OC)OC
- Total charge: 0
- HOMO level: -0.3244 Ha

---

[5]
The following is a DFT calculation (ωB97M-V/def2-TZVPD) of a structure of composition C2H7N3S in a non-equilibrium geometry.

Last column: Mulliken charge in e.
Positions of all 13 atoms, in Å:
S1 -0.242 1.419 0.814  -0.19
N1 0.976 0.751 0.035  -0.24
N2 -0.876 -0.829 -0.054  -0.26
N3 -0.231 -0.580 -1.338  -0.64
C1 0.667 0.258 -1.177  0.18
C2 -0.006 -2.188 0.415  -0.63
H1 0.969 -1.844 0.983  0.24
H2 -0.762 0.408 1.698  0.13
H3 1.958 1.195 0.130  0.30
H4 -1.903 -1.189 -0.210  0.30
H5 -0.920 -2.604 0.906  0.31
H6 1.328 0.731 -1.983  0.29
H7 0.159 -3.197 -0.469  0.22

## Properties
- LUMO: 0.73 eV
- Kohn-Sham gap: 8.600 eV
- Total charge: 0
- HOMO level: -0.2892 Ha
- Relative energy (zero: lowest compared OMol25 entry of this formula, charge and spin): 5.234 eV

---

[6]
The following is a DFT calculation (ωB97M-V/def2-TZVPD) of a cluster of 10 separate species, C22H64O18 in total in a non-equilibrium geometry.

Last column: Mulliken charge in e.
Positions of all 104 atoms, in Å:
O1 -20.161 -1.381 16.878  -0.55
O2 -29.856 -4.414 16.591  -0.57
O3 -26.006 -9.976 17.565  -0.44
O4 -25.348 -6.837 18.989  0.63
O5 -24.159 -6.130 14.547  -0.47
O6 -28.193 -10.501 15.928  -0.55
O7 -29.270 -0.982 18.070  -0.54
O8 -23.185 0.006 16.504  -0.55
O9 -19.700 -3.958 17.882  -0.56
O10 -28.715 -7.944 21.441  -0.63
O11 -21.081 -10.438 16.529  -0.57
O12 -22.798 -7.636 23.571  -0.57
O13 -21.933 -8.262 14.949  -0.65
O14 -30.357 -6.996 18.291  -0.60
O15 -26.301 -6.503 21.659  -0.70
O16 -25.167 -7.099 25.039  -0.57
O17 -17.820 -6.478 17.914  -0.59
O18 -23.385 -9.390 18.543  -0.13
C1 -26.104 -4.633 18.385  -1.57
C2 -29.684 -3.311 17.559  0.05
C3 -21.162 -10.475 17.930  -0.30
C4 -29.319 -6.798 19.257  -0.02
C5 -19.211 -6.318 18.177  0.18
C6 -26.173 -7.088 24.031  -0.22
C7 -25.591 -7.273 22.654  -0.24
C8 -24.213 -7.492 14.157  -0.63
C9 -27.384 -9.331 15.764  -1.00
C10 -22.597 -10.522 18.613  -0.46
C11 -19.771 -5.192 17.226  -0.35
C12 -22.546 -1.244 16.267  -0.41
C13 -26.779 -8.892 17.087  1.20
C14 -22.072 -8.255 21.480  -0.49
C15 -23.547 -5.197 18.552  -1.50
C16 -21.088 -1.312 15.786  -0.25
C17 -24.987 -5.675 18.279  1.46
C18 -28.831 -8.148 20.058  -0.20
C19 -23.393 -8.256 15.251  0.12
C20 -29.319 -1.912 16.971  -0.54
C21 -20.586 -6.781 23.059  -1.49
C22 -21.589 -7.945 22.922  0.08
H1 -19.387 -6.084 19.227  0.29
H2 -29.086 -3.624 18.416  0.04
H3 -19.614 -7.073 22.661  0.38
H4 -24.704 -7.522 18.791  -0.43
H5 -27.851 -8.506 19.742  -0.03
H6 -23.190 -1.703 15.518  0.38
H7 -26.646 -9.499 14.980  0.43
H8 -26.805 -7.925 24.327  0.27
H9 -28.503 -6.174 18.893  -0.25
H10 -22.836 -6.011 18.412  0.16
H11 -22.352 -10.982 19.570  0.32
H12 -27.952 -7.379 21.582  0.36
H13 -26.889 -5.029 17.742  0.35
H14 -26.599 -6.094 24.171  0.24
H15 -21.615 -9.783 16.074  0.26
H16 -27.588 -8.486 17.693  -0.42
H17 -23.707 -9.293 15.371  0.23
H18 -25.226 -7.893 14.125  0.07
H19 -23.313 -4.327 17.938  0.23
H20 -25.552 -8.272 22.220  0.19
H21 -28.312 -1.942 16.556  0.26
H22 -25.788 -3.628 18.104  0.48
H23 -23.404 -4.977 19.610  0.33
H24 -21.024 -5.902 22.585  0.32
H25 -28.486 -1.174 18.590  0.31
H26 -27.964 -8.480 15.406  0.48
H27 -22.335 -7.359 20.916  -0.03
H28 -23.036 -8.758 21.409  0.25
H29 -24.301 -9.643 18.677  0.04
H30 -21.786 -7.470 14.427  0.31
H31 -24.378 -6.991 24.503  0.44
H32 -19.761 -7.204 17.859  -0.13
H33 -24.684 -6.711 22.429  0.44
H34 -22.720 -1.724 17.230  0.20
H35 -25.920 -6.650 20.791  0.31
H36 -23.402 -5.758 14.089  0.34
H37 -26.215 -7.990 16.848  -0.60
H38 -20.588 -11.377 18.145  0.39
H39 -19.296 -5.050 16.255  0.51
H40 -20.865 -2.217 15.220  0.27
H41 -23.276 -11.177 18.068  0.39
H42 -23.372 0.280 15.603  0.34
H43 -21.225 -8.747 21.002  0.36
H44 -30.184 -5.254 16.922  0.32
H45 -17.552 -7.270 18.386  0.31
H46 -29.972 -1.648 16.139  0.34
H47 -25.130 -6.041 17.263  -0.30
H48 -21.074 -8.806 23.348  0.29
H49 -23.509 -7.840 16.252  0.31
H50 -31.256 -7.120 18.605  0.30
H51 -20.775 -5.371 16.843  0.06
H52 -20.613 -9.592 18.258  0.04
H53 -28.521 -10.702 15.048  0.33
H54 -26.262 -10.755 17.067  0.34
H55 -26.350 -4.533 19.442  0.33
H56 -23.887 -7.630 13.126  0.43
H57 -20.801 -0.463 15.165  0.34
H58 -20.476 -6.587 24.126  0.40
H59 -23.259 -8.471 23.676  0.32
H60 -20.145 -0.502 17.263  0.26
H61 -29.449 -9.045 20.104  0.41
H62 -29.823 -6.156 19.979  0.65
H63 -30.621 -3.181 18.100  0.32
H64 -19.648 -3.274 17.210  0.26

## Properties
- LUMO: -0.10 eV
- Kohn-Sham gap: 9.462 eV
- SMILES: CC(C)O.CC(C)O.OCCO.OCCO.OCCO.OCCO.OCCO.OCCO.OCCO.OCCO
- Total charge: 0
- HOMO level: -0.3514 Ha
- Relative energy (zero: lowest compared OMol25 entry of this formula, charge and spin): 5.523 eV

---

Repeat the third record exactly.
The following is a DFT calculation (ωB97M-V/def2-TZVPD) of a structure of composition C22H29IrO in a non-equilibrium geometry.

Last column: Mulliken charge in e.
Positions of all 53 atoms, in Å:
Ir1 -0.715 -0.774 1.429  0.68
O1 -0.181 1.039 3.767  -0.45
C1 3.020 -0.439 0.356  -1.73
C2 3.206 3.437 -2.345  -0.36
C3 1.045 -1.013 -2.080  -1.61
C4 -2.970 0.463 -1.166  -0.99
C5 -1.338 -2.871 -0.949  -1.33
C6 0.920 2.834 -2.249  -0.41
C7 -3.687 1.289 -0.054  0.61
C8 2.006 3.289 -2.998  -0.48
C9 1.234 -1.829 1.579  -0.04
C10 1.885 -1.845 2.916  -1.38
C11 0.861 -1.442 -0.668  0.75
C12 0.104 -2.653 1.188  0.04
C13 1.747 -1.193 0.392  1.21
C14 -3.424 2.799 -0.366  -1.22
C15 -0.450 -3.807 1.943  -1.30
C16 3.350 3.103 -0.920  -0.35
C17 2.415 2.510 -0.230  -0.59
C18 -0.408 0.403 2.823  0.27
C19 -2.717 -0.369 1.683  -1.12
C20 -0.227 -2.257 -0.172  0.58
C21 1.111 2.426 -0.885  0.17
C22 -3.109 0.978 1.210  -0.57
H1 1.812 3.471 -4.037  0.40
H2 -2.038 0.099 -0.708  0.05
H3 4.046 3.813 -2.923  0.40
H4 -4.236 3.453 -0.333  0.39
H5 -2.298 -2.647 -0.468  0.27
H6 3.045 0.280 -0.467  0.38
H7 -2.683 3.145 0.357  0.30
H8 3.154 0.155 1.270  0.46
H9 -2.667 1.841 1.760  0.30
H10 -0.066 2.783 -2.729  0.34
H11 4.320 3.392 -0.553  0.41
H12 2.570 -2.694 3.016  0.35
H13 -2.957 2.853 -1.347  0.29
H14 0.087 -0.951 -2.610  0.33
H15 -1.449 -4.049 1.575  0.42
H16 0.186 -4.694 1.835  0.33
H17 0.109 2.151 -0.670  0.47
H18 1.689 -1.721 -2.627  0.36
H19 2.452 -0.922 3.068  0.34
H20 -2.677 1.157 -1.974  0.33
H21 1.128 -1.912 3.702  0.39
H22 -1.363 -2.476 -1.969  0.38
H23 -1.234 -3.963 -0.991  0.36
H24 -3.439 -0.374 -1.591  0.41
H25 -0.508 -3.560 3.006  0.36
H26 3.887 -1.113 0.261  0.35
H27 1.524 -0.028 -2.133  0.22
H28 -3.333 -1.158 1.308  0.48
H29 -2.736 -0.406 2.770  0.72

## Properties
- Expectation value of S²: 8.80
- LUMO (alpha / beta): -3.51 / -6.17 eV
- Kohn-Sham gap (alpha / beta): 5.194 / 5.661 eV
- Multiplicity: 6
- Total charge: +1
- HOMO level (alpha / beta): -0.3197 / -0.4347 Ha
- Relative energy (zero: lowest compared OMol25 entry of this formula, charge and spin): 0.000 eV

---

> Which value of total charge does entry 3 give?

+1